No. 1
This record from the Open Molecules 2025 dataset describes 2 unconnected molecules or ions with the total composition C4H8N3O3S in a non-equilibrium geometry. The level of theory is ωB97M-V with the def2-TZVPD basis set.

Positions of all 19 atoms, in Å:
C1 2.2203 -0.5766 0.3576
C2 1.4322 -1.3528 -0.3633
C3 1.3423 0.5943 0.9699
C4 -1.0682 -1.4000 -0.5233
N1 0.0936 -0.9701 -0.1733
N2 0.0536 0.1848 0.5698
N3 1.1364 1.9638 -0.8589
O1 -1.0643 1.0070 -1.7215
O2 -3.2325 -0.0181 0.6581
O3 1.6554 1.8684 0.4544
S1 -0.5264 1.6190 -0.5714
H1 3.3151 -0.7524 0.3243
H2 1.5637 -2.1468 -0.9711
H3 1.6468 0.5445 1.9675
H4 -2.0518 -1.0303 -0.2333
H5 -1.0196 -2.2093 -1.1580
H6 -2.9302 0.3719 1.4078
H7 1.4199 2.9205 -1.0499
H8 -3.9861 -0.6178 0.9145

Forces on atoms 1 to 6 (eV/Å):
0.40 0.27 -1.23
-0.23 1.47 1.44
3.39 -2.21 -2.18
1.18 -0.30 -0.37
-2.16 1.66 0.89
-1.70 1.94 0.30

- Energy relative to the best compared isomer or geometry (same formula, charge and spin): 5.033 eV
- Charge: +1
- 2S+1: 1
- HOMO-LUMO gap: 9.125 eV
- HOMO energy: -0.5071 Eh

Here are the Mulliken charges for atoms 1 to 5, given in e: -0.5167, -0.4311, 0.3170, -0.2459, 0.2436



No. 2
This record from the Open Molecules 2025 dataset describes a molecular structure, C4H8N3S in a non-equilibrium geometry. The level of theory is ωB97M-V with the def2-TZVPD basis set.

Positions of all 16 atoms, in Å:
C1 -0.0528 1.0747 -0.0152
C2 0.6636 0.7397 2.1417
C3 0.4461 -0.3349 0.1893
C4 -0.3428 -1.2362 -2.3025
N1 -1.3036 0.4645 -0.0646
N2 0.3401 1.6821 1.2918
N3 0.7441 -0.4419 1.5489
S1 0.4788 -1.7531 -0.7713
H1 0.2822 1.6984 -0.8494
H2 0.8063 0.8834 3.2023
H3 -2.1577 0.7787 0.4565
H4 0.3955 -0.9387 -3.0416
H5 -1.0291 -0.4333 -2.0514
H6 -0.8999 -2.1014 -2.6515
H7 0.2493 2.6653 1.5040
H8 0.9311 -1.3272 2.0030

Forces on atoms 1 to 6 (eV/Å):
-0.03 0.28 -0.58
0.02 0.69 -0.07
-2.98 0.30 0.15
0.24 0.17 -0.04
-0.14 -0.39 -0.15
0.11 -0.44 0.40

- Energy relative to the best compared isomer or geometry (same formula, charge and spin): 3.301 eV
- Charge: +1
- 2S+1: 1
- HOMO-LUMO gap (spin up / spin down): 7.673 / 7.670 eV
- HOMO energy (spin up / spin down): -0.4527 / -0.4526 Eh

Here are the Mulliken charges for atoms 1 to 5, given in e: 0.3695, -0.1813, 0.0772, -0.7794, -0.6287



No. 3
This record from the Open Molecules 2025 dataset describes a single C4H8N4 molecule in a non-equilibrium geometry. The level of theory is ωB97M-V with the def2-TZVPD basis set.

Positions of all 16 atoms, in Å:
C1 -1.3454 -1.5648 -1.4707
C2 0.7058 1.5232 1.5395
C3 1.4692 0.3728 1.2016
C4 0.7505 -0.2692 0.0519
H1 -1.9083 -1.5898 -2.4215
H2 -1.7810 -2.2763 -0.7317
H3 -0.3660 -2.1423 -1.5852
H4 -2.4768 0.2435 -0.7945
H5 -0.6276 2.0357 0.1244
H6 0.8803 2.2066 2.4382
H7 2.3807 -0.1817 1.9751
H8 2.1759 -0.8353 -0.3100
N1 -1.3907 -0.1417 -0.9929
N2 -0.6015 0.0484 0.1615
N3 -0.4435 1.3080 0.8655
N4 1.3274 -0.9051 -0.9811

Forces on atoms 1 to 6 (eV/Å):
-0.37 -1.49 0.78
3.47 -4.65 0.79
0.96 0.69 3.54
0.43 -1.90 -2.37
0.28 0.02 0.60
-0.58 0.66 -0.29

- Energy relative to the best compared isomer or geometry (same formula, charge and spin): 6.819 eV
- SMILES: [H]/N=c1\cc[nH]n1NC
- 2S+1: 1
- HOMO-LUMO gap: 8.783 eV
- HOMO energy: -0.2900 Eh

Here are the Mulliken charges for atoms 1 to 5, given in e: -0.7341, -0.3285, -0.3731, 0.5546, 0.3114



No. 4
This record from the Open Molecules 2025 dataset describes a single C4H8N4 molecule in a non-equilibrium geometry. The level of theory is ωB97M-V with the def2-TZVPD basis set.

Positions of all 16 atoms, in Å:
C1 -0.6782 -0.7309 0.0494
C2 -0.1549 0.6391 0.3832
C3 1.0680 0.9487 -0.4166
C4 1.5772 -1.2673 -0.0207
H1 -2.6885 0.5963 0.5372
H2 -3.6663 -0.4382 -0.3578
H3 -0.9317 1.4631 0.3661
H4 0.0712 0.6625 1.4087
H5 0.7483 0.8555 -1.4271
H6 1.5444 2.0030 -0.2903
H7 2.9200 0.0957 0.4629
H8 2.2797 -2.0365 0.0237
N1 -2.7327 0.0435 -0.2725
N2 -1.8941 -1.0500 -0.1663
N3 2.1226 -0.1119 -0.2047
N4 0.4151 -1.6728 -0.0751

Forces on atoms 1 to 6 (eV/Å):
1.64 -0.38 -0.73
-1.91 1.60 0.31
2.09 1.32 0.29
1.34 -3.01 -0.11
-0.39 0.93 1.27
1.07 1.44 0.34

- Energy relative to the best compared isomer or geometry (same formula, charge and spin): 2.476 eV
- SMILES: N/N=C1\CCNC=N1
- 2S+1: 1
- HOMO-LUMO gap: 8.974 eV
- HOMO energy: -0.3032 Eh

Here are the Mulliken charges for atoms 1 to 5, given in e: 0.5053, -0.4425, -0.6968, -0.1081, 0.1821